# C4H10N

The ion C4H10N with charge +1 (ωB97M-V/def2-TZVPD, the Open Molecules 2025 dataset).

XYZ file:
```
15
Properties=species:S:1:pos:R:3:forces:R:3:mulliken_charge:R:1
C -0.19436 -1.19804 -0.60802 -0.01 1.63 -0.31 -0.57
C -0.97339 0.15931 -0.86920 -1.68 -2.30 3.32 -0.49
C -0.11581 1.27991 -0.30063 0.02 0.85 -0.29 -0.62
N 0.71397 0.61350 0.80996 -0.83 1.17 -0.24 -0.14
C 0.51064 -0.89406 0.69030 3.20 -0.86 0.18 -0.54
H 0.53842 -1.43608 -1.39273 -0.47 -0.14 0.23 0.34
H -0.83519 -2.02150 -0.31987 -0.37 -0.20 -0.95 0.31
H -1.78304 -0.04121 -0.01785 1.07 1.03 -1.81 0.23
H -1.55206 0.25127 -1.77977 0.53 0.34 -0.26 0.43
H -0.68620 2.07825 0.15989 -0.48 -0.18 0.25 0.33
H 0.56119 1.88590 -0.92218 0.01 -0.99 -0.37 0.35
H 0.45171 1.08040 1.68513 -0.30 -0.85 0.10 0.36
H 1.65370 0.98139 0.67679 0.41 -0.87 -0.09 0.37
H 0.17834 -1.41685 1.58763 -0.75 0.93 0.09 0.35
H 1.53208 -1.32217 0.60056 -0.37 0.45 0.15 0.30
```
Forces are in eV/Å.

Properties
Total charge: +1
M: 72.13 g/mol
F_max: 4.372 eV/Å
SMILES: C1CC[NH2+]C1
Orbital gap: 12.268 eV
Relative energy (zero: lowest compared OMol25 entry of this formula, charge and spin): 1.0504 eV
2S+1: 1